{
  "formula": "C4H11N3",
  "method": "wB97M-V/def2-TZVPD",
  "charge": 2,
  "smiles": "C[N@@H+](N)C[N+]1=CC1",
  "lumo_ev": -8.93,
  "e_above_lowest_kcal_mol": 128.50,
  "total_energy_ha": -322.42199,
  "gap_ev": 11.0144,
  "species": ["C", "N", "N", "C", "N", "C", "C", "H", "H", "H", "H", "H", "H", "H", "H", "H", "H", "H"],
  "positions_angstrom": [[1.659, 0.413, -0.490], [0.141, 0.750, -0.536], [-0.661, -0.258, -1.189], [-0.587, 1.028, 0.975], [-1.196, -0.104, 1.299], [-1.600, -1.021, 0.396], [-0.664, -1.472, 1.374], [1.851, -0.130, 0.456], [2.010, -0.182, -1.409], [2.105, 1.442, -0.501], [-0.112, 1.627, -1.043], [-0.270, -0.849, -1.895], [-1.392, 0.275, -1.702], [-1.414, 1.886, 0.854], [0.101, 1.372, 1.828], [-2.462, -1.563, 0.069], [-1.128, -2.224, 2.060], [0.362, -1.712, 1.089]]
}

=====

{
  "formula": "C4H7NO2S",
  "method": "wB97M-V/def2-TZVPD",
  "charge": 0,
  "smiles": "CO/C=N\\OC(C)=S",
  "lumo_ev": 0.60,
  "e_above_lowest_kcal_mol": 86.36,
  "total_energy_ha": -759.93892,
  "gap_ev": 9.2253,
  "species": ["C", "O", "C", "N", "O", "C", "C", "S", "H", "H", "H", "H", "H", "H", "H"],
  "positions_angstrom": [[-2.234, -1.442, -0.016], [-2.758, -0.135, -0.003], [-1.999, 0.975, 0.011], [-0.748, 1.222, -0.009], [0.014, 0.041, 0.001], [1.335, 0.196, -0.006], [1.854, 1.612, -0.006], [2.276, -1.140, 0.004], [-3.096, -2.142, 0.076], [-1.574, -1.602, -0.899], [-1.600, -1.612, 0.891], [-2.586, 1.915, -0.009], [2.921, 1.658, -0.019], [1.508, 2.056, -0.866], [1.460, 2.114, 0.941]]
}

=====

{
  "formula": "C6H14NSi",
  "method": "wB97M-V/def2-TZVPD",
  "charge": 1,
  "smiles": "C[N@@H+]1CCC[C@H]2[SiH2][C@H]21",
  "lumo_ev": -3.11,
  "e_above_lowest_kcal_mol": 65.56,
  "total_energy_ha": -580.91212,
  "gap_ev": 9.9167,
  "species": ["C", "N", "C", "C", "C", "C", "Si", "C", "H", "H", "H", "H", "H", "H", "H", "H", "H", "H", "H", "H", "H", "H"],
  "positions_angstrom": [[-1.064, -2.192, 0.070], [-0.566, -0.817, 0.155], [-1.373, 0.065, -0.723], [-1.072, 1.516, -0.234], [0.407, 1.867, -0.524], [1.470, 0.838, -0.284], [1.952, 0.001, 1.402], [0.906, -0.613, -0.012], [-0.654, -2.834, -0.725], [-0.659, -2.827, 0.954], [-2.115, -2.389, -0.102], [-0.563, -0.482, 1.107], [-2.442, -0.233, -0.441], [-1.036, -0.063, -1.772], [-1.230, 1.543, 0.865], [-1.747, 2.178, -0.744], [0.451, 2.071, -1.542], [0.713, 2.670, 0.057], [2.327, 0.880, -1.033], [3.378, -0.265, 1.404], [1.506, 0.542, 2.602], [1.411, -1.459, -0.480]]
}

=====

{
  "formula": "C27H32ClMnN3O6",
  "method": "wB97M-V/def2-TZVPD",
  "multiplicity": 5,
  "charge": -1,
  "lumo_ev": [2.12, 2.05],
  "e_above_lowest_kcal_mol": 0.00,
  "total_energy_ha": -3275.02547,
  "gap_ev": [3.5923, 7.0834],
  "species": ["Mn", "Cl", "N", "N", "C", "C", "C", "C", "C", "C", "H", "H", "H", "H", "H", "H", "C", "C", "C", "C", "H", "H", "H", "H", "H", "H", "O", "H", "H", "O", "H", "H", "C", "C", "C", "H", "H", "C", "C", "H", "C", "C", "C", "C", "H", "C", "H", "H", "H", "H", "H", "H", "H", "H", "O", "C", "O", "C", "C", "C", "C", "C", "C", "N", "O", "O", "H", "H", "H", "H"],
  "positions_angstrom": [[-0.133, -0.012, -0.176], [1.643, -0.118, -1.610], [0.045, 2.136, 0.003], [-0.102, -2.165, 0.192], [-0.921, 2.937, -0.350], [-0.879, -3.003, -0.434], [1.154, 2.940, 0.537], [0.486, 4.298, 0.744], [2.279, 3.041, -0.476], [1.700, 2.357, 1.821], [1.878, 3.228, -1.480], [2.856, 2.110, -0.498], [2.925, 3.879, -0.183], [0.927, 2.359, 2.592], [2.535, 2.985, 2.157], [2.048, 1.328, 1.659], [0.849, -2.929, 1.018], [0.647, -4.356, 0.514], [0.486, -2.818, 2.488], [2.261, -2.429, 0.808], [2.497, -2.394, -0.259], [2.948, -3.114, 1.319], [2.375, -1.419, 1.224], [-0.547, -3.153, 2.651], [0.565, -1.778, 2.820], [1.170, -3.453, 3.068], [-0.550, -4.287, -0.344], [0.443, -5.080, 1.314], [1.480, -4.711, -0.107], [-0.762, 4.218, -0.039], [1.077, 5.149, 0.383], [0.200, 4.464, 1.793], [-2.126, 2.481, -1.093], [-2.071, -2.575, -1.209], [-1.733, -1.266, -1.848], [-2.889, -2.446, -0.483], [-2.335, -3.368, -1.913], [-2.047, -0.045, -1.160], [-1.761, 1.207, -1.801], [-2.675, -0.056, -0.248], [-1.219, 1.225, -3.088], [-0.960, 0.015, -3.728], [-0.918, 2.513, -3.809], [-1.179, -1.222, -3.129], [-0.622, 0.035, -4.771], [-0.821, -2.483, -3.869], [-0.545, -2.228, -4.898], [-1.671, -3.174, -3.909], [0.032, -3.013, -3.418], [-1.777, 3.193, -3.794], [-0.685, 2.287, -4.857], [-0.049, 3.048, -3.394], [-2.441, 3.287, -1.765], [-2.906, 2.299, -0.340], [-2.583, 0.741, 2.085], [-1.462, 0.433, 2.530], [-0.423, 0.062, 1.846], [-1.222, 0.478, 4.032], [0.072, 0.352, 4.583], [0.297, 0.392, 5.956], [-0.797, 0.565, 6.829], [-2.107, 0.698, 6.307], [-2.298, 0.659, 4.927], [-0.564, 0.588, 8.236], [0.608, 0.456, 8.659], [-1.537, 0.738, 9.008], [0.931, 0.223, 3.925], [1.307, 0.292, 6.353], [-2.943, 0.833, 6.992], [-3.305, 0.774, 4.531]]
}